ORCA calculation (wB97M-V/def2-TZVPD) on 2 unconnected molecules or ions with the total composition C4H9NO.

Properties
Relative energy (zero: lowest compared OMol25 entry of this formula, charge and spin) in kcal per mole: 107.9
Kohn-Sham gap (alpha / beta) in eV: 8.39 / 8.39
SMILES: C=C(C)N=O.C
E_LUMO (alpha / beta) in Ha: -0.025 / -0.025

```
! RIJCOSX wB97M-V def2-TZVPD def2/J DEFGRID3
* xyz 0 1
C -1.840 0.890 0.275
C 0.011 -0.230 -1.085
C 0.777 -0.621 -0.055
N 0.258 -1.497 0.948
O -0.930 -1.753 0.827
C 2.167 -0.128 0.201
H -2.781 0.894 0.809
H -1.089 1.504 0.781
H -1.989 1.278 -0.739
H -0.867 -0.790 -1.383
H 0.250 0.658 -1.661
H -1.562 -0.171 0.329
H 2.357 0.055 1.261
H 2.889 -0.879 -0.144
H 2.350 0.789 -0.364
*
```

ORCA calculation (wB97M-V/def2-TZVPD) on 6 unconnected molecules or ions with the total composition C36H74N9O9 at a distorted geometry.

Properties
Kohn-Sham gap in eV: 7.55
E_LUMO in Ha: -0.117

```
! RIJCOSX wB97M-V def2-TZVPD def2/J DEFGRID3
* xyz 1 1
C 4.068 4.150 0.898
C 3.323 3.037 0.402
N 2.075 2.172 0.130
C 1.548 0.973 0.919
C 2.406 0.456 2.224
C 1.681 0.738 3.671
O 1.105 -0.510 4.218
N 0.245 0.426 0.308
C 0.142 1.412 -0.872
N -0.852 1.434 -1.820
C -2.063 0.515 -1.870
C -3.110 1.150 -2.991
C -4.636 1.352 -2.347
C -5.416 -0.091 -2.636
C -6.408 -0.332 -1.349
C -6.243 -1.942 -0.938
C -7.620 -2.673 -1.504
C -7.261 -4.228 -1.878
N 1.254 2.436 -0.955
C 1.558 3.542 -1.940
O 2.707 3.056 -2.766
C 2.258 2.084 -3.774
C 2.430 0.495 -3.281
O 1.171 -0.172 -3.650
C 1.158 -1.594 -3.274
C 1.114 -2.444 -4.712
O 0.972 -3.893 -4.466
C 2.166 -4.595 -4.963
C 3.404 -4.257 -3.918
H 4.701 5.047 1.367
H 3.499 0.932 2.291
H 2.595 -0.711 2.056
H 0.932 1.645 3.649
H 2.551 1.048 4.426
H 1.782 -1.257 4.050
H -0.772 2.148 -2.582
H -1.676 -0.504 -2.354
H -2.570 0.359 -0.821
H -2.796 2.205 -3.388
H -3.163 0.435 -3.921
H -5.226 2.238 -2.868
H -4.463 1.559 -1.200
H -5.971 0.024 -3.667
H -4.571 -0.894 -2.759
H -7.507 -0.071 -1.705
H -6.150 0.389 -0.465
H -6.125 -1.987 0.225
H -5.293 -2.442 -1.404
H -7.884 -2.107 -2.517
H -8.467 -2.532 -0.709
H -6.747 -4.701 -0.935
H -6.531 -4.182 -2.820
H -8.245 -4.800 -2.154
H 1.822 4.585 -1.424
H 0.673 3.779 -2.692
H 1.165 2.240 -4.163
H 2.994 2.194 -4.706
H 2.542 0.421 -2.095
H 3.400 0.002 -3.721
H 2.027 -1.931 -2.567
H 0.110 -1.813 -2.749
H 0.158 -2.120 -5.344
H 2.074 -2.164 -5.357
H 2.454 -4.308 -6.085
H 2.038 -5.780 -4.967
H 2.936 -4.075 -2.840
H 4.154 -5.150 -3.816
H 4.028 -3.319 -4.257
C 2.557 0.178 7.758
C 3.491 1.260 7.291
O 3.833 1.364 6.115
N 3.964 2.145 8.214
C 3.688 2.197 9.630
H 2.268 -0.445 6.907
H 3.056 -0.455 8.496
H 1.653 0.621 8.183
H 4.586 2.841 7.820
H 3.247 3.171 9.853
H 4.637 2.104 10.163
H 3.010 1.406 9.952
C 0.524 -3.828 4.131
C 1.611 -4.340 5.034
O 1.902 -3.777 6.088
N 2.286 -5.463 4.658
C 2.100 -6.265 3.472
H 0.081 -2.928 4.568
H 0.938 -3.569 3.153
H -0.262 -4.581 4.025
H 3.001 -5.742 5.319
H 1.855 -7.282 3.786
H 3.045 -6.278 2.922
H 1.309 -5.880 2.828
C 1.857 6.418 -4.330
C 0.387 6.291 -4.043
O -0.148 5.202 -3.845
N -0.362 7.430 -4.003
C 0.067 8.793 -4.205
H 2.315 5.424 -4.328
H 2.009 6.866 -5.316
H 2.340 7.022 -3.557
H -1.341 7.259 -3.804
H -0.170 9.360 -3.302
H -0.498 9.205 -5.045
H 1.135 8.867 -4.412
C -4.478 7.545 -4.157
C -3.824 8.085 -5.399
O -2.743 8.669 -5.365
N -4.463 7.912 -6.590
C -5.726 7.260 -6.845
H -3.847 7.761 -3.290
H -5.449 8.025 -4.006
H -4.596 6.461 -4.236
H -3.957 8.303 -7.377
H -5.548 6.438 -7.541
H -6.393 7.988 -7.313
H -6.186 6.875 -5.934
C 3.006 -10.817 6.995
C 3.373 -9.642 6.131
O 3.183 -9.640 4.917
N 3.934 -8.553 6.730
C 4.239 -8.356 8.127
H 2.570 -11.604 6.372
H 3.898 -11.217 7.483
H 2.264 -10.517 7.740
H 4.152 -7.806 6.080
H 3.692 -7.474 8.471
H 5.312 -8.168 8.217
H 3.966 -9.216 8.739
*
```

ORCA calculation (wB97M-V/def2-TZVPD) on 11 unconnected molecules or ions with the total composition C11H42O11 at a distorted geometry.

Properties
Relative energy (zero: lowest compared OMol25 entry of this formula, charge and spin) in kcal per mole: 6.6
Kohn-Sham gap in eV: 2.95
E_LUMO in Ha: 0.137

```
! RIJCOSX wB97M-V def2-TZVPD def2/J DEFGRID3
* xyz -2 1
C -0.558 -0.050 -0.269
O -1.830 0.491 -0.418
H -0.659 -0.905 0.428
H -0.134 -0.370 -1.247
H 0.106 0.689 0.242
C -3.269 -3.620 0.671
O -4.117 -3.154 1.631
H -2.720 -4.559 0.967
H -3.880 -3.901 -0.225
H -2.470 -2.927 0.309
C 0.463 -4.408 -0.921
O 1.033 -5.599 -0.370
H -0.287 -4.598 -1.694
H -0.082 -3.832 -0.174
H 1.285 -3.807 -1.321
H 1.530 -6.024 -1.072
C 2.578 -1.285 2.035
O 2.811 -0.456 3.182
H 1.743 -0.814 1.510
H 3.406 -1.356 1.329
H 2.223 -2.268 2.347
H 3.711 -0.602 3.483
C -2.707 4.065 1.897
O -2.421 2.719 1.577
H -3.604 4.123 2.511
H -1.880 4.448 2.525
H -2.708 4.718 1.019
H -1.737 2.749 0.900
C 2.909 1.784 -0.661
O 4.009 2.358 -1.365
H 2.460 2.496 0.037
H 2.102 1.551 -1.354
H 3.105 0.856 -0.120
H 4.779 2.271 -0.797
C -1.981 -1.329 -3.464
O -2.655 -0.183 -3.000
H -0.893 -1.181 -3.514
H -2.131 -2.155 -2.756
H -2.389 -1.578 -4.444
H -2.350 0.010 -2.078
C -1.498 -1.636 3.589
O -1.709 -0.282 3.282
H -2.215 -2.037 4.313
H -1.508 -2.320 2.738
H -0.491 -1.795 4.025
H -1.056 0.264 3.729
C 2.027 0.417 -4.157
O 1.814 -0.685 -5.050
H 1.221 1.127 -4.341
H 1.840 0.065 -3.138
H 3.019 0.852 -4.262
H 2.654 -1.119 -5.208
C -0.473 3.726 -2.180
O -0.561 3.190 -0.880
H 0.064 3.045 -2.855
H -1.454 3.932 -2.615
H 0.158 4.616 -2.133
H -1.024 2.315 -0.968
C 1.025 2.329 2.970
O 0.635 1.208 3.743
H 0.261 3.095 3.077
H 1.962 2.734 3.379
H 1.180 2.046 1.927
H 1.335 0.544 3.680
*
```

ORCA calculation (wB97M-V/def2-TZVPD) on 2 unconnected molecules or ions with the total composition N3O3 at a distorted geometry.

Properties
Relative energy (zero: lowest compared OMol25 entry of this formula, charge and spin) in kcal per mole: 0.0
Kohn-Sham gap (alpha / beta) in eV: 5.32 / 8.21
E_LUMO (alpha / beta) in Ha: 0.189 / 0.113

```
! RIJCOSX wB97M-V def2-TZVPD def2/J DEFGRID3
* xyz -1 3
N -0.590 -1.913 -0.701
N 0.342 -1.380 -0.908
N 0.107 0.935 0.488
O 0.790 0.041 0.950
O 0.058 0.953 -0.751
O -0.539 1.715 1.191
*
```

ORCA calculation (wB97M-V/def2-TZVPD) on a molecular structure, C36H32Cl2N7O4S6Ta.

Properties
Relative energy (zero: lowest compared OMol25 entry of this formula, charge and spin) in kcal per mole: 20.3
Kohn-Sham gap in eV: 6.22
E_LUMO in Ha: -0.034

```
! RIJCOSX wB97M-V def2-TZVPD def2/J DEFGRID3
* xyz 0 1
Ta -1.183 0.159 -0.927
N -4.375 -0.591 2.191
C -3.706 -0.602 1.016
S -3.377 0.927 0.263
N -3.398 -1.757 0.512
N -2.679 -1.644 -0.678
C -2.878 -2.626 -1.471
C -2.188 -2.830 -2.745
C -2.683 -3.762 -3.648
C -2.038 -3.899 -4.867
C -0.927 -3.114 -5.125
C -0.498 -2.221 -4.148
N -1.114 -2.082 -2.985
H -4.683 0.274 2.590
H -4.609 -1.468 2.622
H -3.610 -3.366 -1.158
H -3.555 -4.353 -3.402
H -2.400 -4.603 -5.604
H -0.394 -3.184 -6.063
H 0.369 -1.588 -4.305
C 1.633 4.562 3.127
C 0.241 4.035 3.426
N 0.097 2.620 3.052
C 0.391 1.651 4.110
C -0.866 1.124 4.785
C -0.193 2.265 1.799
S -0.240 0.573 1.457
N -0.344 3.325 0.966
C -0.717 3.211 -0.274
O -1.055 2.120 -0.860
C -0.782 4.423 -1.121
C -0.384 5.658 -0.613
C -0.432 6.781 -1.420
C -0.878 6.675 -2.732
C -1.279 5.447 -3.238
C -1.233 4.319 -2.435
H 1.716 5.602 3.445
H 1.836 4.508 2.058
H 2.396 3.986 3.654
H -0.517 4.613 2.906
H 0.025 4.086 4.494
H 1.014 2.177 4.835
H 0.995 0.846 3.694
H -1.468 1.947 5.175
H -0.596 0.479 5.622
H -1.471 0.547 4.086
H -0.038 5.720 0.409
H -0.121 7.741 -1.029
H -0.911 7.555 -3.362
H -1.628 5.364 -4.259
H -1.548 3.358 -2.819
O -0.879 2.727 -7.457
C -0.930 2.274 -6.348
S 0.504 1.863 -5.382
C -0.366 1.181 -4.023
C -1.703 1.143 -4.096
S -2.772 0.560 -2.845
S -2.441 1.798 -5.545
S 0.568 0.526 -2.704
Cl 1.970 -6.449 2.439
C 1.632 -4.882 3.124
C 0.649 -4.786 4.088
C 0.344 -3.550 4.629
C 1.048 -2.437 4.209
C 2.048 -2.552 3.261
Cl 2.936 -1.114 2.848
C 2.362 -3.778 2.662
N 3.366 -3.943 1.719
C 3.563 -3.097 0.576
C 4.845 -2.603 0.361
C 5.122 -1.803 -0.732
C 4.106 -1.480 -1.622
C 2.834 -1.985 -1.424
C 2.541 -2.807 -0.337
C 1.144 -3.375 -0.206
C 0.135 -2.358 0.282
O -0.511 -2.447 1.288
O 0.005 -1.335 -0.591
H 0.121 -5.679 4.393
H -0.436 -3.455 5.371
H 0.841 -1.463 4.626
H 3.635 -4.903 1.574
H 5.613 -2.840 1.086
H 6.123 -1.423 -0.882
H 4.303 -0.843 -2.474
H 2.044 -1.746 -2.125
H 1.106 -4.236 0.452
H 0.809 -3.689 -1.199
*
```

ORCA calculation (wB97M-V/def2-TZVPD) on C28H25N3O5S in the gas phase at a distorted geometry.

Properties
Relative energy (zero: lowest compared OMol25 entry of this formula, charge and spin) in kcal per mole: 0.0
Kohn-Sham gap in eV: 8.15
SMILES: O=C(CN(c1cccc([N+](=O)[O-])c1)S(=O)(=O)c1ccccc1)N(Cc1ccccc1)Cc1ccccc1
E_LUMO in Ha: -0.020

```
! RIJCOSX wB97M-V def2-TZVPD def2/J DEFGRID3
* xyz 0 1
O 1.357 0.534 0.299
C 1.117 -0.589 0.706
N 0.723 -0.844 1.966
C 0.576 -2.192 2.494
C -0.735 -2.836 2.102
C -1.942 -2.247 2.458
C -3.144 -2.808 2.066
C -3.153 -3.975 1.322
C -1.957 -4.586 0.985
C -0.755 -4.019 1.372
H 0.175 -4.507 1.114
H -1.957 -5.504 0.417
H -4.090 -4.412 1.011
H -4.071 -2.329 2.337
H -1.946 -1.342 3.046
H 0.639 -2.127 3.584
H 1.412 -2.810 2.150
C 0.589 0.288 2.882
C -0.040 1.497 2.235
C -1.290 1.410 1.635
C -1.854 2.518 1.030
C -1.184 3.728 1.026
C 0.055 3.826 1.637
C 0.621 2.717 2.238
H 1.595 2.796 2.699
H 0.585 4.767 1.639
H -1.625 4.591 0.549
H -2.825 2.435 0.563
H -1.827 0.472 1.622
H 1.581 0.559 3.265
H -0.030 -0.038 3.722
C 1.261 -1.764 -0.263
N 1.254 -1.270 -1.620
C 0.053 -0.814 -2.142
C -1.098 -0.722 -1.361
C -2.288 -0.286 -1.929
C -2.380 0.061 -3.269
C -1.241 -0.053 -4.048
C -0.048 -0.488 -3.502
H 0.829 -0.588 -4.121
H -1.284 0.192 -5.097
H -3.321 0.398 -3.674
N -3.452 -0.192 -1.092
O -3.362 -0.583 0.056
O -4.463 0.273 -1.574
H -1.107 -0.967 -0.313
S 2.756 -0.624 -2.128
O 3.739 -1.327 -1.356
O 2.818 -0.764 -3.553
C 2.824 1.124 -1.734
C 3.781 1.544 -0.832
C 3.851 2.885 -0.499
C 2.967 3.785 -1.071
C 2.025 3.352 -1.988
C 1.954 2.012 -2.332
H 1.227 1.659 -3.045
H 1.339 4.056 -2.435
H 3.013 4.830 -0.801
H 4.591 3.226 0.210
H 4.441 0.811 -0.397
H 2.242 -2.224 -0.116
H 0.480 -2.516 -0.147
*
```